Record 1
Formula: C3H5NO2
Source: OMol25
Level of theory: ωB97M-V with the def2-TZVPD basis set

Results
E_tot, Eh: -322.5130
Frontier orbital gap, eV: 10.8
Energy relative to the best compared isomer or geometry (same formula, charge and spin), kJ/mol: 161.03
Highest occupied orbital energy, eV: -9.89
SMILES string: [H]/N=C/OCC=O
LUMO energy, eV: 0.94

```
11
C3H5NO2 | OMol25 | ωB97M-V with the def2-TZVPD basis set
H 2.53442 0.54933 1.12308
N 1.59200 0.22120 0.92640
C 1.44533 0.04872 -0.31518
O 0.33005 -0.44156 -0.88172
C -0.79389 -0.67311 -0.05609
C -1.73369 0.52198 -0.05490
O -1.36219 1.66207 -0.19686
H 2.18312 0.22873 -1.10071
H -0.48209 -0.87247 0.97659
H -1.30133 -1.55512 -0.45610
H -2.80882 0.27461 0.11669
```

Here are the Mulliken charges for atoms 1 to 4, given in e: 0.24 -0.63 0.18 -0.34

=====

Record 2
Formula: C3H5NO2
Source: OMol25
Level of theory: ωB97M-V with the def2-TZVPD basis set

Results
E_tot, Eh: -322.5396
Frontier orbital gap, eV: 10.9
Energy relative to the best compared isomer or geometry (same formula, charge and spin), kJ/mol: 91.10
Highest occupied orbital energy, eV: -10.15
SMILES string: CC(=O)NC=O
LUMO energy, eV: 0.77

```
11
C3H5NO2 | OMol25 | ωB97M-V with the def2-TZVPD basis set
C 1.12058 1.23197 -0.48973
C 0.04761 0.19697 -0.32694
O -0.69097 -0.08295 -1.26795
N -0.21704 -0.46894 0.82438
C -1.34124 -1.36106 0.46641
O -2.47935 -1.15122 0.75642
H 0.63064 2.21084 -0.49585
H 1.53877 1.07190 -1.48617
H 1.91176 1.22300 0.26146
H 0.26033 -0.36357 1.71355
H -0.99510 -2.23737 -0.10052
```

Here are the Mulliken charges for atoms 1 to 4, given in e: -0.93 0.64 -0.60 -0.19

=====

Record 3
Formula: C3H5NO2
Source: OMol25
Level of theory: ωB97M-V with the def2-TZVPD basis set

Results
E_tot, Eh: -322.4652
Frontier orbital gap, eV: 10.3
Energy relative to the best compared isomer or geometry (same formula, charge and spin), kJ/mol: 286.56
Highest occupied orbital energy, eV: -9.56
LUMO energy, eV: 0.78

```
11
C3H5NO2 | OMol25 | ωB97M-V with the def2-TZVPD basis set
C -0.68979 1.00020 0.11604
C -1.13971 -0.44691 0.19703
C 1.19057 0.01638 -0.61366
N 0.43672 1.14973 -0.38725
O -0.18052 -1.22485 -0.43708
O 2.14111 -0.37278 0.28817
H -1.34940 1.87037 0.53524
H -1.55164 -0.79344 1.25786
H -1.96472 -0.39699 -0.48659
H 1.42956 -0.33470 -1.62967
H 1.67783 -0.46700 1.15988
```

Here are the Mulliken charges for atoms 1 to 4, given in e: -0.03 -0.19 0.17 -0.43